No. 1
{"formula": "C20H31N3O3S", "method": "ωB97M-V/def2-TZVPD", "species": ["C", "C", "C", "C", "N", "S", "O", "O", "N", "C", "C", "C", "C", "O", "N", "C", "C", "C", "C", "C", "C", "C", "C", "C", "C", "C", "C", "H", "H", "H", "H", "H", "H", "H", "H", "H", "H", "H", "H", "H", "H", "H", "H", "H", "H", "H", "H", "H", "H", "H", "H", "H", "H", "H", "H", "H", "H", "H"], "positions_angstrom": [[-1.67, -3.49, -1.91], [-2.67, -2.66, -1.11], [-2.15, -2.38, 0.31], [-3.16, -1.53, 1.08], [-3.50, -0.31, 0.39], [-2.58, 1.02, 0.72], [-3.20, 2.12, 0.05], [-2.42, 1.06, 2.14], [-1.07, 0.72, 0.01], [-0.74, 1.59, -1.10], [-0.27, 2.98, -0.65], [0.92, 2.84, 0.30], [2.15, 2.41, -0.50], [2.32, 2.78, -1.64], [3.06, 1.66, 0.15], [4.27, 1.20, -0.50], [4.07, -0.12, -1.25], [3.55, -1.21, -0.35], [4.31, -1.65, 0.73], [3.83, -2.64, 1.58], [2.58, -3.19, 1.35], [1.82, -2.77, 0.28], [2.30, -1.78, -0.56], [0.51, 1.94, 1.47], [0.02, 0.58, 0.96], [-3.93, -0.50, -0.98], [-2.95, -1.32, -1.80], [-2.05, -3.70, -2.90], [-1.47, -4.44, -1.41], [-0.72, -2.95, -2.01], [-3.61, -3.22, -1.03], [-1.98, -3.31, 0.84], [-1.21, -1.83, 0.24], [-2.78, -1.24, 2.06], [-4.09, -2.10, 1.22], [-1.63, 1.69, -1.72], [0.05, 1.11, -1.69], [0.02, 3.56, -1.53], [-1.10, 3.48, -0.15], [1.17, 3.84, 0.69], [2.85, 1.27, 1.05], [4.56, 1.98, -1.22], [5.05, 1.11, 0.26], [5.03, -0.42, -1.68], [3.37, 0.05, -2.07], [5.29, -1.24, 0.90], [4.43, -2.97, 2.41], [2.20, -3.96, 2.01], [0.85, -3.21, 0.09], [1.71, -1.45, -1.40], [1.31, 1.81, 2.20], [-0.33, 2.41, 1.99], [-0.35, -0.02, 1.79], [0.83, 0.04, 0.45], [-4.07, 0.50, -1.40], [-4.91, -1.00, -0.95], [-3.36, -1.49, -2.80], [-2.01, -0.77, -1.90]], "orbital_gap_ev": 9.6175, "smiles": "CC1CCN(S(=O)(=O)N2CCC(C(=O)NCCc3ccccc3)CC2)CC1", "total_charge": 0, "e_homo_ev": -8.93, "e_above_lowest_kcal_mol": 26.86}

***

No. 2
{"formula": "C20H31N3O4", "method": "ωB97M-V/def2-TZVPD", "species": ["C", "C", "O", "C", "O", "N", "C", "C", "C", "N", "C", "O", "N", "C", "C", "C", "C", "C", "O", "C", "C", "C", "C", "C", "C", "C", "C", "H", "H", "H", "H", "H", "H", "H", "H", "H", "H", "H", "H", "H", "H", "H", "H", "H", "H", "H", "H", "H", "H", "H", "H", "H", "H", "H", "H", "H", "H", "H"], "positions_angstrom": [[-0.62, -4.82, -0.15], [-2.04, -4.64, -0.69], [-2.35, -3.26, -0.90], [-2.71, -2.56, 0.20], [-2.77, -3.04, 1.31], [-3.04, -1.28, -0.09], [-2.73, -0.65, -1.35], [-1.40, 0.09, -1.26], [-1.45, 1.10, -0.10], [-0.26, 1.92, 0.01], [1.04, 1.46, 0.09], [1.99, 2.20, -0.05], [1.17, 0.12, 0.35], [2.33, -0.66, 0.39], [2.18, -2.00, 0.74], [3.29, -2.83, 0.77], [4.54, -2.34, 0.46], [4.69, -1.00, 0.11], [5.96, -0.60, -0.17], [6.18, 0.75, -0.52], [3.59, -0.16, 0.08], [-0.40, 3.37, -0.17], [-0.95, 3.73, -1.54], [-1.13, 4.05, 1.00], [-2.66, 4.10, 0.96], [-1.88, 0.43, 1.22], [-3.19, -0.34, 1.00], [-0.56, -4.39, 0.85], [-0.39, -5.87, -0.10], [0.10, -4.32, -0.80], [-2.14, -5.09, -1.68], [-2.76, -5.07, 0.00], [-2.70, -1.42, -2.13], [-3.54, 0.05, -1.58], [-0.60, -0.64, -1.15], [-1.21, 0.64, -2.19], [-2.25, 1.80, -0.35], [0.34, -0.39, 0.61], [1.21, -2.39, 0.99], [3.17, -3.87, 1.04], [5.42, -2.97, 0.48], [5.64, 1.02, -1.43], [5.88, 1.43, 0.29], [7.25, 0.85, -0.69], [3.67, 0.88, -0.18], [0.63, 3.73, -0.13], [-1.97, 3.37, -1.70], [-0.32, 3.31, -2.31], [-0.95, 4.81, -1.65], [-0.77, 5.08, 1.04], [-0.81, 3.57, 1.93], [-3.11, 3.12, 1.06], [-3.01, 4.71, 1.79], [-3.01, 4.56, 0.04], [-1.14, -0.28, 1.60], [-2.02, 1.19, 1.99], [-3.46, -0.90, 1.90], [-4.00, 0.35, 0.75]], "orbital_gap_ev": 8.6320, "smiles": "CCOC(=O)N1CCC(N(C(=O)Nc2cccc(OC)c2)[C@@H](C)CC)CC1", "total_charge": 0, "e_homo_ev": -7.97, "e_above_lowest_kcal_mol": 0.00}

***

No. 3
{"formula": "C20H31N3OS", "method": "ωB97M-V/def2-TZVPD", "species": ["C", "C", "C", "C", "C", "C", "C", "N", "C", "S", "N", "C", "C", "C", "N", "C", "C", "C", "C", "C", "C", "O", "C", "C", "C", "H", "H", "H", "H", "H", "H", "H", "H", "H", "H", "H", "H", "H", "H", "H", "H", "H", "H", "H", "H", "H", "H", "H", "H", "H", "H", "H", "H", "H", "H", "H"], "positions_angstrom": [[-4.73, 3.38, 1.05], [-3.33, 3.67, 1.48], [-3.09, 4.41, 2.64], [-1.79, 4.68, 3.03], [-0.70, 4.23, 2.31], [0.70, 4.53, 2.75], [-0.94, 3.48, 1.15], [0.16, 3.04, 0.40], [0.21, 2.09, -0.58], [1.27, 2.35, -1.83], [-0.58, 1.00, -0.48], [-0.59, 0.03, -1.56], [0.39, -1.11, -1.32], [0.07, -1.79, 0.02], [0.89, -2.92, 0.40], [2.28, -2.65, 0.70], [0.69, -4.14, -0.35], [1.58, -4.35, -1.61], [0.91, -5.24, -2.66], [1.28, -6.64, -2.17], [2.68, -6.40, -1.59], [2.78, -5.03, -1.26], [0.08, -0.72, 1.12], [-0.92, 0.39, 0.79], [-2.25, 3.22, 0.75], [-5.19, 2.65, 1.72], [-5.34, 4.28, 1.08], [-4.75, 2.98, 0.04], [-3.92, 4.77, 3.22], [-1.62, 5.26, 3.93], [0.70, 4.99, 3.73], [1.18, 5.22, 2.05], [1.30, 3.62, 2.78], [0.92, 3.71, 0.33], [-0.35, 0.55, -2.49], [-1.61, -0.36, -1.63], [0.32, -1.82, -2.14], [1.41, -0.70, -1.30], [-0.96, -2.18, -0.05], [2.35, -2.09, 1.63], [2.80, -2.10, -0.09], [2.80, -3.60, 0.83], [-0.37, -4.18, -0.65], [0.88, -4.98, 0.32], [1.87, -3.38, -2.01], [1.36, -5.05, -3.64], [-0.16, -5.08, -2.73], [0.59, -6.96, -1.39], [1.29, -7.38, -2.96], [3.46, -6.63, -2.33], [2.87, -7.01, -0.70], [1.07, -0.28, 1.19], [-0.17, -1.18, 2.08], [-0.90, 1.14, 1.58], [-1.93, -0.01, 0.72], [-2.41, 2.67, -0.17]], "orbital_gap_ev": 8.6180, "smiles": "Cc1ccc(C)c(NC(=S)N2CCC(N(C)C[C@@H]3CCCO3)CC2)c1", "total_charge": 0, "e_homo_ev": -7.93, "e_above_lowest_kcal_mol": 15.19}

***

No. 4
{"formula": "C20H31N5O2", "method": "ωB97M-V/def2-TZVPD", "species": ["C", "C", "N", "N", "C", "C", "C", "C", "N", "C", "C", "O", "C", "C", "C", "N", "N", "C", "C", "C", "C", "C", "C", "C", "C", "C", "O", "H", "H", "H", "H", "H", "H", "H", "H", "H", "H", "H", "H", "H", "H", "H", "H", "H", "H", "H", "H", "H", "H", "H", "H", "H", "H", "H", "H", "H", "H", "H"], "positions_angstrom": [[6.40, 1.87, -0.76], [4.98, 1.73, -0.34], [4.25, 2.78, 0.01], [3.05, 2.32, 0.32], [1.99, 3.19, 0.75], [2.98, 0.98, 0.18], [4.22, 0.55, -0.25], [4.61, -0.85, -0.57], [3.85, -1.80, 0.23], [4.22, -1.88, 1.63], [2.68, -2.26, -0.26], [2.37, -2.13, -1.43], [1.77, -2.99, 0.73], [0.37, -3.07, 0.13], [-0.14, -1.70, -0.13], [0.15, -0.63, 0.52], [-0.52, 0.39, -0.07], [-1.19, -0.12, -1.05], [-2.06, 0.59, -2.02], [-3.44, -0.05, -2.17], [-4.39, 0.08, -0.96], [-4.65, 1.54, -0.57], [-5.71, 1.60, 0.52], [-5.27, 0.81, 1.75], [-4.97, -0.64, 1.36], [-3.91, -0.69, 0.27], [-0.99, -1.46, -1.15], [6.70, 2.91, -0.70], [7.05, 1.28, -0.12], [6.53, 1.52, -1.79], [1.98, 4.08, 0.12], [2.15, 3.50, 1.78], [1.04, 2.66, 0.66], [2.08, 0.44, 0.39], [4.38, -1.07, -1.62], [5.68, -1.01, -0.41], [3.64, -1.17, 2.24], [4.06, -2.89, 2.01], [5.27, -1.63, 1.72], [2.16, -3.99, 0.92], [1.72, -2.43, 1.66], [-0.31, -3.59, 0.81], [0.39, -3.61, -0.83], [-1.56, 0.56, -2.99], [-2.13, 1.63, -1.70], [-3.31, -1.11, -2.40], [-3.93, 0.42, -3.03], [-5.34, -0.36, -1.28], [-4.97, 2.10, -1.44], [-3.73, 1.99, -0.19], [-5.89, 2.64, 0.80], [-6.65, 1.19, 0.14], [-6.05, 0.84, 2.51], [-4.37, 1.26, 2.16], [-4.63, -1.19, 2.24], [-5.89, -1.12, 1.01], [-3.70, -1.73, 0.00], [-2.99, -0.25, 0.65]], "orbital_gap_ev": 9.2143, "smiles": "Cc1nn(C)cc1CN(C)C(=O)CCc1nnc(CCC2CCCCC2)o1", "total_charge": 0, "e_homo_ev": -8.44, "e_above_lowest_kcal_mol": 35.66}

***

No. 5
{"formula": "C20H31N5O4", "method": "ωB97M-V/def2-TZVPD", "species": ["C", "C", "C", "C", "N", "N", "C", "C", "C", "O", "N", "C", "C", "C", "N", "C", "C", "O", "C", "C", "O", "N", "C", "C", "C", "C", "C", "C", "O", "H", "H", "H", "H", "H", "H", "H", "H", "H", "H", "H", "H", "H", "H", "H", "H", "H", "H", "H", "H", "H", "H", "H", "H", "H", "H", "H", "H", "H", "H", "H"], "positions_angstrom": [[1.92, -1.25, -0.70], [2.64, -1.31, 0.64], [4.14, -1.12, 0.46], [2.40, -2.65, 1.34], [1.05, -2.85, 1.82], [0.48, -1.92, 2.70], [-0.89, -2.15, 2.67], [-1.78, -1.42, 3.62], [-3.17, -1.31, 3.00], [-4.05, -2.12, 3.23], [-3.33, -0.28, 2.14], [-2.32, 0.48, 1.39], [-3.32, 0.58, 0.21], [-2.89, -0.04, -1.11], [-2.32, 0.89, -2.08], [-3.10, 1.15, -3.27], [-1.11, 1.42, -1.80], [-0.55, 1.15, -0.74], [-0.49, 2.34, -2.84], [0.91, 2.92, -2.64], [1.40, 3.56, -3.55], [1.50, 2.73, -1.45], [2.80, 3.27, -1.18], [3.57, 2.64, -0.06], [4.02, 2.45, -1.49], [-4.30, -0.28, 1.05], [-1.20, -3.03, 1.70], [0.05, -3.47, 1.09], [0.25, -4.20, 0.13], [2.29, -2.03, -1.37], [0.84, -1.39, -0.60], [2.08, -0.28, -1.19], [2.25, -0.52, 1.29], [4.56, -1.93, -0.14], [4.36, -0.18, -0.05], [4.66, -1.11, 1.42], [2.58, -3.48, 0.65], [3.09, -2.76, 2.18], [0.91, -1.94, 3.62], [-1.88, -1.96, 4.56], [-1.36, -0.43, 3.83], [-2.04, 1.43, 1.85], [-1.42, -0.08, 1.15], [-3.68, 1.60, 0.04], [-2.18, -0.85, -0.92], [-3.77, -0.49, -1.59], [-2.66, 1.93, -3.88], [-3.19, 0.24, -3.88], [-4.11, 1.47, -2.99], [-0.46, 1.83, -3.81], [-1.15, 3.20, -2.99], [1.01, 2.16, -0.77], [2.88, 4.33, -1.32], [4.15, 3.29, 0.58], [3.12, 1.80, 0.44], [3.84, 1.48, -1.93], [4.90, 2.96, -1.83], [-4.48, -1.28, 0.66], [-5.26, 0.18, 1.30], [-2.18, -3.36, 1.41]], "orbital_gap_ev": 9.0684, "smiles": "CC(C)Cn1[nH]c(CC(=O)N2CC(CN(C)C(=O)CC(=O)NC3CC3)C2)cc1=O", "total_charge": 0, "e_homo_ev": -8.61, "e_above_lowest_kcal_mol": 30.04}

***

No. 6
{"formula": "C20H31NOS", "method": "ωB97M-V/def2-TZVPD", "species": ["C", "H", "H", "H", "C", "C", "H", "H", "S", "C", "C", "C", "C", "C", "C", "H", "H", "H", "H", "H", "H", "C", "N", "C", "O", "C", "H", "H", "C", "H", "H", "C", "C", "H", "H", "C", "H", "H", "H", "C", "C", "H", "H", "H", "C", "H", "H", "H", "C", "H", "H", "H", "H", "H"], "positions_angstrom": [[3.33, 2.29, -1.36], [4.01, 1.67, -2.13], [3.20, 3.14, -1.68], [3.95, 2.26, -0.38], [2.28, 1.56, -1.21], [1.26, 2.30, -0.04], [1.34, 3.49, -0.06], [0.27, 1.89, -0.03], [1.87, 1.48, 1.67], [0.89, 2.36, 2.74], [0.99, 1.99, 4.27], [0.46, 2.63, 5.31], [-0.34, 3.65, 4.77], [-0.89, 3.89, 3.55], [-0.01, 3.26, 2.54], [-0.42, 3.70, 1.47], [-1.50, 4.76, 3.15], [-1.11, 4.21, 5.61], [0.62, 2.26, 6.17], [1.77, 1.37, 4.35], [2.34, 0.50, -0.83], [1.11, 1.68, -2.39], [0.35, 0.37, -2.62], [0.88, -0.57, -3.24], [2.25, -0.85, -3.53], [0.20, -2.02, -3.36], [-0.63, -1.67, -3.91], [0.71, -2.78, -3.85], [-0.05, -2.43, -1.92], [-0.16, -3.60, -2.13], [0.88, -2.50, -1.26], [-1.09, -2.03, -1.11], [-1.04, -0.55, -0.86], [-1.75, -0.07, -0.33], [-0.06, -0.33, -0.26], [-1.03, 0.23, -2.04], [-1.02, 1.27, -1.83], [-1.79, 0.13, -2.95], [-2.11, -2.09, -1.80], [-1.70, -2.78, 0.23], [-1.96, -4.21, -0.45], [-2.51, -4.64, 0.63], [-2.59, -4.21, -1.06], [-0.92, -4.69, -0.65], [-2.79, -2.26, 0.91], [-3.14, -3.02, 1.38], [-2.58, -1.28, 1.13], [-3.56, -2.09, -0.15], [-0.40, -2.96, 1.20], [0.41, -3.22, 0.83], [-0.71, -3.49, 2.02], [-0.17, -1.90, 1.49], [2.03, 1.37, -3.37], [0.63, 2.52, -2.69]], "orbital_gap_ev": 8.6064, "total_charge": 0, "e_homo_ev": -8.14, "e_above_lowest_kcal_mol": 431.99}

***

No. 7
{"formula": "C20H31O3Os", "method": "ωB97M-V/def2-TZVPD", "species": ["O", "C", "C", "H", "H", "C", "H", "H", "C", "H", "H", "H", "C", "H", "H", "H", "Os", "C", "C", "C", "H", "C", "C", "H", "H", "H", "H", "C", "C", "C", "H", "C", "C", "H", "H", "H", "H", "O", "C", "C", "H", "H", "C", "H", "H", "C", "H", "H", "H", "H", "C", "O", "H", "H", "H"], "positions_angstrom": [[-0.13, 0.02, 0.32], [0.88, -0.50, -0.62], [0.40, 0.40, -1.75], [0.71, -1.57, -0.79], [1.89, -0.28, -0.26], [-0.73, 0.79, -0.78], [0.11, -0.16, -2.65], [1.10, 1.22, -1.95], [-2.07, 0.18, -1.15], [-1.98, -0.91, -1.17], [-2.38, 0.54, -2.14], [-2.83, 0.48, -0.41], [-0.84, 2.27, -0.44], [0.16, 2.71, -0.31], [-1.42, 2.42, 0.48], [-1.34, 2.79, -1.26], [0.11, 0.43, 2.81], [0.97, 1.73, 4.03], [1.94, 0.64, 3.89], [2.34, 0.58, 2.54], [2.37, 0.04, 4.69], [1.66, 1.61, 1.83], [0.85, 2.37, 2.75], [0.13, 3.16, 2.50], [0.59, 2.14, 4.95], [3.03, -0.17, 2.15], [1.82, 1.84, 0.78], [-1.60, -0.58, 4.52], [-1.78, 0.74, 3.74], [-2.15, 0.39, 2.42], [-2.03, 1.69, 4.23], [-2.07, -1.05, 2.27], [-1.67, -1.62, 3.46], [-1.36, -2.66, 3.61], [-2.23, -0.74, 5.41], [-2.63, 1.07, 1.73], [-2.24, -1.55, 1.32], [0.70, -1.64, -4.78], [0.23, -0.56, -5.63], [0.40, -0.96, -7.11], [0.83, 0.34, -5.42], [-0.82, -0.33, -5.36], [1.61, -1.91, -7.03], [0.56, -0.10, -7.76], [-0.48, -1.52, -7.45], [1.38, -2.59, -5.66], [2.53, -1.32, -7.00], [1.65, -2.63, -7.86], [2.32, -2.91, -5.18], [0.76, -3.49, -5.81], [0.15, -0.13, 6.33], [-0.14, -0.71, 5.04], [1.12, 0.41, 6.33], [0.24, -0.99, 7.02], [-0.63, 0.59, 6.61]], "orbital_gap_ev": [6.6490, 6.4259], "total_charge": 1, "e_homo_ev": [-8.95, -11.55], "e_above_lowest_kcal_mol": 9.60, "spin_multiplicity": 5}

***

No. 8
{"formula": "C20H32BBeCl3F2IK2N2O22", "method": "ωB97M-V/def2-TZVPD", "species": ["C", "C", "C", "C", "N", "C", "N", "C", "I", "C", "C", "F", "H", "H", "H", "H", "H", "H", "H", "H", "H", "H", "H", "H", "H", "H", "H", "B", "O", "C", "O", "C", "O", "O", "O", "C", "O", "C", "O", "O", "C", "C", "O", "C", "O", "O", "F", "H", "H", "H", "C", "O", "H", "H", "H", "H", "Be", "O", "Cl", "O", "O", "O", "Cl", "K", "O", "Cl", "O", "O", "O", "K", "C", "O", "C", "C", "O", "C", "H", "H", "H", "H", "H", "H", "H", "H", "H", "H"], "positions_angstrom": [[5.31, -1.54, 5.87], [5.96, -1.30, 4.50], [5.37, -0.18, 3.63], [5.57, 1.19, 4.31], [4.22, 1.66, 4.57], [3.27, 0.96, 4.06], [1.97, 1.37, 4.17], [3.85, -0.24, 3.34], [3.65, 0.28, 1.18], [3.21, -1.60, 3.51], [1.74, -1.70, 3.57], [3.73, -2.30, 2.41], [6.06, -1.72, 6.63], [4.65, -0.72, 6.18], [4.70, -2.43, 5.87], [6.04, -2.22, 3.94], [6.98, -0.98, 4.68], [5.94, -0.20, 2.71], [6.01, 1.87, 3.59], [6.21, 1.19, 5.18], [4.01, 2.50, 5.09], [1.73, 2.07, 3.46], [1.29, 0.62, 4.13], [3.64, -2.07, 4.38], [1.25, -0.97, 2.95], [1.40, -1.54, 4.59], [1.41, -2.69, 3.26], [-1.69, 0.21, -0.25], [-1.03, 1.44, 0.21], [-0.70, 1.26, 1.49], [-0.12, 2.03, 2.20], [-1.22, -0.13, 1.92], [-1.10, -0.56, 3.02], [-1.79, -0.68, 0.85], [-3.14, 0.53, -0.76], [-3.19, 0.15, -1.97], [-4.21, 0.28, -2.70], [-1.83, -0.42, -2.44], [-1.65, -0.78, -3.56], [-1.02, -0.35, -1.43], [-7.56, 0.43, -2.71], [-7.91, -0.28, -1.42], [-9.30, -0.09, -1.36], [-9.78, 0.04, -2.63], [-10.91, -0.03, -2.96], [-8.73, 0.27, -3.49], [-7.31, 0.34, -0.36], [-7.41, 1.49, -2.48], [-6.70, 0.01, -3.22], [-7.68, -1.34, -1.39], [-0.54, 4.06, 5.04], [0.86, 4.24, 4.81], [-1.01, 5.02, 4.87], [-0.96, 3.33, 4.36], [-0.73, 3.75, 6.07], [1.31, 3.40, 4.96], [-3.94, 1.64, -3.76], [-0.54, -3.24, -0.60], [0.42, -2.99, 0.43], [-0.18, -2.99, 1.73], [0.98, -1.63, 0.26], [1.51, -3.91, 0.37], [2.58, 2.40, 0.66], [-4.36, 3.50, -6.12], [-0.37, -6.58, 4.99], [-0.67, -5.28, 4.46], [0.57, -4.53, 4.30], [-1.54, -4.56, 5.35], [-1.28, -5.40, 3.16], [-5.02, 2.87, -1.51], [1.20, 1.07, -10.00], [1.92, 0.94, -8.79], [1.56, 1.87, -7.79], [0.62, 1.27, -6.77], [-0.64, 0.92, -7.32], [-0.75, -0.47, -7.62], [1.37, 0.17, -10.58], [0.13, 1.19, -9.83], [1.57, 1.93, -10.58], [1.11, 2.76, -8.24], [2.47, 2.18, -7.28], [0.43, 2.02, -5.99], [1.08, 0.40, -6.29], [-0.90, -1.05, -6.70], [0.15, -0.84, -8.13], [-1.60, -0.60, -8.27]], "orbital_gap_ev": 1.9606, "total_charge": 1, "e_homo_ev": -8.51}